# 1
The following is a DFT calculation (ωB97M-V/def2-TZVPD) of a structure of composition CH2N2O3S in a non-equilibrium geometry.

Last column: natural (NBO) charge in e.
Cartesian coordinates (Å):
C1 1.4133 -0.5507 -0.2749  0.587
N1 -0.2347 0.2651 0.0525  -0.555
N2 -1.3407 -0.5240 0.0175  0.628
O1 -1.0629 -1.6874 -0.2138  -0.454
O2 2.2938 0.2422 -0.1612  -0.451
O3 -2.4002 -0.0468 0.2086  -0.361
S1 -0.2168 1.9572 -0.1514  0.284
H1 1.4138 -1.6915 -0.5010  0.231
H2 0.1344 2.0359 1.0237  0.091

Cartesian forces, eV/Å:
C -0.3 2.2 0.6
N 3.8 -1.0 -1.1
N 2.0 -0.4 -0.7
O -0.5 -1.0 0.1
O -2.1 -2.4 -0.4
O -2.1 0.7 0.3
S -1.3 -1.4 -3.0
H -0.5 2.0 0.4
H 1.1 1.2 3.7

Values from the calculation:
**Charge**: 0
**HOMO energy**: -10.069 eV
**Gap between HOMO and LUMO**: 9.8 eV
**Energy relative to the best compared isomer or geometry (same formula, charge and spin)**: 115.5 kcal/mol
**Electronic energy**: -21021.416 eV
**E_LUMO**: -0.223 eV


# 2
The following is a DFT calculation (ωB97M-V/def2-TZVPD) of the molecule C17H19N3O2.

Last column: natural (NBO) charge in e.
Cartesian coordinates (Å):
N1 -4.1670 -1.8676 -1.8848  -0.822
C1 -4.5211 -0.9927 -0.9165  0.681
O1 -5.6381 -0.9452 -0.4553  -0.613
C2 -3.3751 -0.0984 -0.4594  -0.330
C3 -3.8935 1.1434 0.2683  -0.396
C4 -2.7328 1.9650 0.8272  -0.410
C5 -1.8469 1.0742 1.7037  -0.217
N2 -1.3770 -0.0625 0.9435  -0.453
C6 -0.2014 -0.1402 0.2435  0.794
O2 0.0341 -1.0630 -0.5104  -0.650
N3 0.7116 0.8675 0.5129  -0.650
C7 1.9904 0.8910 -0.0758  0.191
C8 2.3806 1.9959 -0.7943  -0.249
C9 3.6413 2.0516 -1.3994  -0.206
C10 4.5024 0.9967 -1.2922  -0.206
C11 4.1528 -0.1392 -0.5331  0.025
C12 5.0451 -1.2207 -0.3776  -0.210
C13 4.7185 -2.2937 0.4019  -0.210
C14 3.4905 -2.3225 1.0784  -0.202
C15 2.5970 -1.2974 0.9393  -0.170
C16 2.8879 -0.1936 0.1118  -0.085
C17 -2.4651 -0.9005 0.4883  -0.212
H1 -3.2224 -1.9388 -2.2191  0.399
H2 -4.8447 -2.5389 -2.2061  0.404
H3 -2.7830 0.1994 -1.3316  0.214
H4 -4.5499 0.8211 1.0786  0.221
H5 -4.4902 1.7481 -0.4164  0.221
H6 -2.1411 2.3686 0.0008  0.192
H7 -3.1129 2.8022 1.4139  0.216
H8 -2.4438 0.6827 2.5349  0.203
H9 -1.0104 1.6255 2.1345  0.208
H10 0.3278 1.7856 0.6808  0.396
H11 1.7010 2.8304 -0.9065  0.206
H12 3.9150 2.9306 -1.9643  0.214
H13 5.4683 1.0227 -1.7751  0.208
H14 5.9984 -1.1789 -0.8854  0.209
H15 5.4075 -3.1184 0.5138  0.213
H16 3.2558 -3.1625 1.7156  0.212
H17 1.6608 -1.3243 1.4735  0.217
H18 -3.0396 -1.2388 1.3553  0.202
H19 -2.0309 -1.7644 -0.0170  0.247

Cartesian forces, eV/Å:
N 0.0 -0.4 -0.4
C 0.5 0.2 -0.1
O -0.4 0.1 0.2
C -0.3 0.0 0.4
C 0.1 0.0 -0.2
C -0.1 -0.2 0.2
C 0.0 0.4 0.0
N -0.1 -0.2 0.2
C -0.1 0.0 0.1
O 0.2 -0.1 -0.3
N -0.1 0.3 0.2
C 0.2 0.2 -0.4
C -0.3 -0.3 0.2
C 0.3 -0.1 -0.1
C 0.0 0.2 -0.1
C -0.3 0.0 0.1
C 0.1 -0.2 0.1
C 0.3 0.1 -0.2
C -0.3 0.1 0.1
C 0.0 -0.2 0.1
C 0.3 0.1 -0.1
C 0.1 -0.2 -0.4
H 0.0 0.0 0.0
H 0.0 0.0 0.0
H 0.0 0.0 0.0
H -0.1 0.0 0.0
H -0.1 0.0 0.1
H 0.1 0.1 0.0
H 0.0 0.1 0.0
H 0.1 0.1 0.0
H -0.1 -0.1 0.0
H 0.0 -0.2 0.1
H -0.1 0.0 0.0
H 0.0 0.0 0.0
H 0.1 0.0 0.0
H 0.1 0.0 0.0
H 0.1 0.0 0.0
H -0.1 0.0 0.1
H 0.0 -0.1 0.0
H 0.0 0.0 0.0
H -0.1 0.1 0.1

Values from the calculation:
**Charge**: 0
**HOMO energy**: -7.944 eV
**Gap between HOMO and LUMO**: 8.5 eV
**Energy relative to the best compared isomer or geometry (same formula, charge and spin)**: 0.0 kcal/mol
**Electronic energy**: -26504.687 eV
**Structure (SMILES)**: NC(=O)[C@H]1CCCN(C(=O)Nc2cccc3ccccc23)C1
**E_LUMO**: 0.582 eV


# 3
The following is a DFT calculation (ωB97M-V/def2-TZVPD) of a cluster of 8 separate species, C21H38Cl14N2O3P in total in a non-equilibrium geometry.

Last column: Löwdin charge in e.
Cartesian coordinates (Å):
N1 -6.2926 0.9718 -3.2268  0.057
C1 -5.3028 0.4689 -3.8603  -0.377
C2 -3.8732 0.8068 -3.6354  -0.249
P1 -2.8862 -0.5099 -2.6042  0.619
C3 -1.2100 0.3402 -2.9364  -0.288
C4 -0.3871 0.7425 -1.6806  -0.230
C5 -0.2802 -0.3267 -0.5701  -0.273
N2 -1.0844 0.0910 0.6025  -0.053
C6 -1.7915 -1.0366 1.2537  -0.156
C7 -3.2334 -0.6212 1.5244  -0.165
C8 -3.4997 0.5300 2.2162  -0.061
C9 -4.7897 0.9537 2.4372  -0.100
C10 -5.8321 0.2016 1.9469  -0.101
C11 -5.5671 -0.9652 1.2859  -0.028
C12 -4.2840 -1.4021 1.0599  -0.276
O1 -3.9835 -2.5593 0.3950  0.038
O2 -2.5564 -1.5222 -4.0327  -0.340
C13 -2.8515 -2.8328 -3.6100  -0.305
C14 -4.2485 -2.6960 -2.8900  -0.284
O3 -4.4231 -1.3939 -2.4072  -0.363
H1 -7.1434 0.5456 -3.6013  0.015
H2 -5.5147 -0.2979 -4.6348  -0.073
H3 -3.3716 0.8401 -4.6109  0.071
H4 -3.8546 1.7734 -3.1160  0.077
H5 -2.3378 -1.6301 -1.8690  0.031
H6 -3.1164 0.1610 -1.3396  0.030
H7 -0.6288 -0.2368 -3.6593  0.068
H8 -1.4531 1.2833 -3.4536  0.058
H9 -0.7556 1.7108 -1.3229  0.100
H10 0.6436 0.9265 -2.0275  0.089
H11 -0.4915 -1.3442 -0.9074  0.055
H12 0.7725 -0.3215 -0.2492  0.017
H13 -1.8032 0.7091 0.2429  0.065
H14 -1.7511 -1.9688 0.6866  0.101
H15 -1.3459 -1.2222 2.2477  0.111
H16 -2.6512 1.1037 2.5702  0.093
H17 -4.9358 1.8822 2.9815  0.097
H18 -6.8462 0.5582 2.0983  0.101
H19 -6.3875 -1.5622 0.8888  0.120
H20 -4.5462 -3.2754 0.7070  0.111
H21 -2.0691 -3.3860 -3.0615  0.085
H22 -2.9225 -3.3950 -4.5599  0.099
H23 -4.5213 -3.4889 -2.1752  0.092
H24 -4.9330 -2.8641 -3.7474  0.073
C15 2.1603 0.5934 2.3995  -0.985
Cl1 3.2235 1.0323 1.0500  0.478
Cl2 2.6812 1.3859 3.8966  0.482
H25 1.1432 0.8991 2.1590  0.020
H26 2.2009 -0.4811 2.5422  0.020
C16 2.8102 -2.9687 -1.1647  -0.988
Cl3 3.0366 -1.5211 -0.1669  0.509
Cl4 1.1994 -3.6672 -0.9647  0.535
H27 2.9448 -2.6951 -2.2054  0.027
H28 3.5466 -3.7107 -0.8757  0.018
C17 6.1993 3.2074 2.4710  -1.014
Cl5 6.3177 4.9031 1.9871  0.503
Cl6 6.3714 3.0165 4.2221  0.510
H29 5.2283 2.8232 2.1756  -0.026
H30 6.9882 2.6482 1.9808  0.027
C18 10.0981 3.0256 4.9994  -1.028
Cl7 11.1259 3.4461 3.6230  0.488
Cl8 10.6372 3.8240 6.4826  0.499
H31 9.0836 3.3379 4.7821  -0.032
H32 10.1363 1.9519 5.1468  0.026
C19 13.3380 0.2428 2.5355  -1.035
Cl9 13.9973 -1.0441 3.5537  0.496
Cl10 11.6004 0.0560 2.2879  0.491
H33 13.5182 1.1971 3.0187  0.011
H34 13.8324 0.2122 1.5713  0.024
C20 -6.3084 -2.1545 -7.7180  -0.996
Cl11 -5.1566 -1.7889 -9.0136  0.485
Cl12 -5.8553 -1.3706 -6.1933  0.647
H35 -7.2888 -1.7994 -8.0164  0.019
H36 -6.3312 -3.2287 -7.5682  0.021
C21 -0.6029 2.5679 6.4328  -1.026
Cl13 -0.9545 2.7725 4.7163  0.517
Cl14 0.8973 1.6699 6.6846  0.478
H37 -0.5006 3.5480 6.8850  0.021
H38 -1.4183 2.0248 6.8971  0.024

Cartesian forces, eV/Å:
N 0.1 0.2 -0.4
C -0.1 -0.4 0.1
C -0.3 -0.1 -0.1
P 0.3 -0.2 0.1
C -0.4 0.9 0.6
C 0.4 -0.8 -1.1
C 0.8 1.3 0.6
N -0.2 -0.8 -0.3
C -0.3 0.8 0.8
C 1.0 -1.2 -0.7
C 0.4 0.4 0.2
C 0.2 0.7 0.3
C -0.5 0.7 0.6
C -1.1 -1.1 -0.8
C 0.5 0.2 0.3
O 0.0 -0.3 0.2
O -0.3 -0.5 0.6
C -0.5 -0.1 -1.1
C -0.3 -0.3 -1.4
O 0.5 -0.9 -0.1
H 0.0 0.1 0.2
H 0.6 0.9 1.2
H 0.0 0.2 0.2
H 0.3 -0.1 -0.1
H 0.5 0.4 0.3
H -0.1 0.3 -0.3
H 0.0 -0.2 0.3
H 0.2 -0.2 0.0
H 0.0 -0.3 0.4
H -0.2 0.2 0.1
H -0.3 0.2 -0.1
H -0.3 -0.2 0.0
H 0.0 -0.1 0.0
H 0.0 0.2 -0.1
H 0.1 -0.1 -0.3
H -0.1 0.1 0.1
H -0.2 -0.1 -0.1
H 0.0 -0.2 -0.1
H 0.1 0.1 0.0
H -0.2 0.2 -0.2
H 0.0 0.6 0.3
H -0.5 -0.2 0.4
H 0.5 0.2 0.2
H -0.2 0.2 0.3
C -0.2 0.0 0.0
Cl 0.0 0.6 0.3
Cl 0.0 -0.1 -0.2
H 0.1 0.0 -0.1
H 0.1 0.0 0.0
C 0.0 -0.1 0.1
Cl 0.2 -0.8 -0.5
Cl 0.0 -0.1 0.0
H -0.1 0.1 0.0
H 0.0 0.0 0.1
C -0.1 -0.1 -0.1
Cl 0.0 0.0 0.0
Cl 0.0 -0.1 0.0
H 0.0 0.1 0.1
H 0.1 0.1 0.1
C -0.1 -0.1 0.0
Cl 0.0 0.0 -0.1
Cl 0.0 0.0 0.0
H 0.0 0.1 0.0
H 0.1 0.0 0.0
C 0.0 0.1 0.0
Cl 0.1 0.0 0.0
Cl 0.0 0.0 0.0
H -0.1 0.0 0.1
H 0.0 -0.1 0.0
C -0.1 -0.1 0.2
Cl 0.0 0.0 -0.1
Cl -0.3 -0.7 -1.1
H 0.1 0.1 0.0
H 0.1 0.0 0.0
C -0.1 0.1 0.0
Cl -0.1 0.0 0.0
Cl -0.1 0.0 0.3
H 0.1 0.0 -0.1
H 0.0 -0.1 -0.1

Values from the calculation:
**Charge**: -1
**HOMO energy**: -4.289 eV
**Gap between HOMO and LUMO**: 5.9 eV
**Electronic energy**: -216117.059 eV
**E_LUMO**: 1.642 eV


# 4
The following is a DFT calculation (ωB97M-V/def2-TZVPD) of a cluster of 2 separate species, C3H8O2S in total in a non-equilibrium geometry.

Last column: natural (NBO) charge in e.
Cartesian coordinates (Å):
O1 -1.7587 -0.0717 0.4164  -0.542
C1 -1.7658 -0.8730 1.3092  0.638
O2 -2.8494 -1.5877 1.7821  -0.689
H1 -0.8413 -1.0788 1.8370  0.115
H2 -2.9379 -2.0807 0.8910  0.495
C2 1.0746 -0.4347 0.1446  -0.777
S1 2.0987 0.5220 -1.0215  0.136
C3 0.9765 1.8760 -1.5369  -0.748
H3 0.9473 -1.4461 -0.2668  0.214
H4 0.1600 0.1311 0.4611  0.250
H5 1.7903 -0.5071 1.0029  0.219
H6 1.5118 2.7791 -1.3522  0.228
H7 0.9603 1.8083 -2.6292  0.214
H8 -0.0538 1.5218 -1.2111  0.248

Cartesian forces, eV/Å:
O -1.3 -0.7 0.3
C 0.3 1.3 0.5
O 1.1 -0.8 -3.2
H 0.2 -0.2 0.6
H -1.2 0.5 2.0
C 1.4 0.6 0.9
S -0.2 0.1 -0.1
C -0.5 -2.5 -1.3
H -0.6 0.4 0.2
H 1.2 -0.8 -0.7
H -0.9 -0.2 -0.3
H -0.7 1.0 1.0
H -0.2 0.0 0.0
H 1.3 1.6 0.1

Values from the calculation:
**Charge**: 0
**HOMO energy**: -8.133 eV
**Gap between HOMO and LUMO**: 8.6 eV
**Energy relative to the best compared isomer or geometry (same formula, charge and spin)**: 45.0 kcal/mol
**Electronic energy**: -18169.294 eV
**Structure (SMILES)**: O=CO.CSC
**E_LUMO**: 0.465 eV